one.
Below is a single C3H4F3N molecule, with properties calculated with wB97M-V/def2-TZVPD.

XYZ file:
```
11
Properties=species:S:1:pos:R:3:nbo_charge:R:1
C -1.29 -0.46 -0.05 0.538
C 0.96 0.46 0.17 -0.431
C -2.76 -0.25 -0.10 0.498
N -0.49 0.48 0.12 -0.384
F -0.88 -1.77 -0.37 -0.354
F -3.26 0.14 1.17 -0.331
F -3.11 0.77 -0.97 -0.321
H 1.20 0.67 -0.77 0.210
H 1.48 -0.54 0.46 0.195
H 1.36 1.25 0.91 0.216
H -3.11 -1.24 -0.54 0.164
```

Summary:
lowest unoccupied orbital energy = 0.70 eV
HOMO = -10.70 eV

two.
Below is a single C3H4F3N molecule, with properties calculated with wB97M-V/def2-TZVPD.

XYZ file:
```
11
Properties=species:S:1:pos:R:3:nbo_charge:R:1
C -1.06 0.69 0.24 0.250
C 0.40 0.33 0.17 -0.664
C -3.33 -0.21 -0.02 1.066
N -1.96 -0.19 -0.22 -0.527
F -3.98 0.74 -0.88 -0.362
F -3.66 0.19 1.23 -0.338
F -3.83 -1.39 -0.22 -0.283
H -1.23 1.47 0.82 0.158
H 0.68 0.18 1.26 0.239
H 0.93 1.11 -0.24 0.225
H 0.58 -0.41 -0.53 0.238
```

Summary:
lowest unoccupied orbital energy = 0.16 eV
HOMO = -10.74 eV

Which of them is the least stable? Correct choice: one.

one.
Below is a single C7H7NO3 molecule, with properties calculated with wB97M-V/def2-TZVPD.

XYZ file:
```
18
Properties=species:S:1:pos:R:3:nbo_charge:R:1
C 0.65 -1.72 -1.50 0.627
C 1.91 -1.24 -1.82 0.074
C 0.51 0.54 0.12 0.554
C 2.47 0.07 -1.43 0.484
C -0.96 1.76 1.56 -0.561
C -1.70 -0.36 0.47 -0.621
C -0.54 0.33 1.05 -0.351
N 1.46 0.63 -0.57 -0.305
O -0.34 -2.34 -1.51 -0.432
O 2.58 -2.15 -2.36 -0.583
O 3.48 0.65 -1.75 -0.520
H -1.43 1.54 2.54 0.223
H -1.77 2.12 1.02 0.225
H -0.19 2.38 1.66 0.216
H -2.11 -0.06 -0.56 0.234
H -2.59 -0.40 1.03 0.235
H -1.36 -1.40 0.26 0.240
H -0.06 -0.35 1.79 0.260
```

Summary:
lowest unoccupied orbital energy (spin up / spin down) = -0.50 / -0.81 eV
HOMO (spin up / spin down) = -7.59 / -6.76 eV

two.
Below is a molecular structure, C7H7NO3, with properties calculated with wB97M-V/def2-TZVPD.

XYZ file:
```
18
Properties=species:S:1:pos:R:3:nbo_charge:R:1
C 3.18 -0.55 0.37 -0.283
C 0.90 0.38 -0.16 0.320
C 0.40 -0.91 -0.10 -0.273
C -1.01 -1.00 -0.35 -0.221
C -1.73 0.09 -0.16 0.072
C -1.27 1.55 0.13 -0.197
C 0.02 1.56 0.07 -0.249
H 4.15 -0.13 0.12 0.217
H 2.65 -0.67 1.51 0.241
H 3.00 -1.85 -0.15 0.190
H 1.20 -1.75 -0.13 0.231
H -1.26 -1.93 -0.26 0.238
H -1.95 2.46 -0.15 0.281
H 0.50 2.61 -0.04 0.235
N -3.31 -0.14 -0.14 0.506
O 2.26 0.61 -0.60 -0.551
O -3.92 0.94 0.03 -0.389
O -3.82 -1.27 0.02 -0.368
```

Summary:
lowest unoccupied orbital energy = -0.39 eV
HOMO = -9.22 eV

Which of them is the least stable? Correct choice: two.